Computed, not measured: a cluster of 3 separate species, C21H39FO7P in total at a distorted geometry, with wB97M-V/def2-TZVPD.

```
! RIJCOSX wB97M-V def2-TZVPD def2/J DEFGRID3
* xyz -1 1
C -5.94212 -4.02958 -0.26776
C -7.02835 -3.45208 -1.38416
C -6.34918 -2.25840 -2.28293
C -7.05795 -0.77132 -2.06685
C -6.34158 0.21817 -3.19977
C -5.37629 1.38518 -2.49064
C -4.04586 0.76780 -1.75986
O -3.04380 0.74946 -2.87719
P -1.52476 0.75207 -1.95616
C -0.58611 -0.24028 -3.28975
C 0.11686 -1.69287 -2.53079
C 1.56552 -1.38365 -1.62521
O 0.09506 -1.71606 -0.96793
O -2.13015 1.97974 -0.82336
C -3.44868 1.45567 -0.39757
C -4.40107 2.39680 0.54715
C -4.89103 1.51653 1.87140
F -5.44262 0.17119 1.46627
H -5.76583 -3.19462 0.53421
H -6.37814 -5.02747 0.21193
H -4.94116 -4.37376 -0.81821
H -7.97933 -3.09296 -0.80116
H -7.28964 -4.33041 -2.14412
H -5.19591 -2.23711 -1.99502
H -6.43033 -2.56952 -3.43212
H -6.83984 -0.42544 -0.95644
H -8.22784 -0.78696 -2.30155
H -5.64595 -0.40959 -3.91446
H -7.17265 0.71170 -3.89102
H -4.99324 2.05936 -3.39773
H -6.09346 1.99251 -1.79177
H -4.32357 -0.32237 -1.42059
H -2.12145 -0.38028 -1.29555
H -0.33065 0.85323 -1.11560
H -1.17575 1.92081 -2.74137
H -1.26050 -0.69731 -4.13545
H 0.38027 0.26904 -3.70999
H 0.05016 -2.77031 -3.17007
H 1.59978 -0.44273 -0.92810
H 2.12914 -2.40805 -1.44477
H -3.14383 0.59053 0.36651
H -3.69185 3.24967 0.98703
H -5.27798 2.93861 -0.00615
H -5.78050 2.04201 2.46165
H -4.01673 1.37335 2.65629
O 4.26912 0.61954 -1.48970
C 4.58486 0.41165 -0.32984
O 3.87138 -0.36843 0.53423
C 4.46815 -0.30029 1.82846
C 5.89252 0.12648 1.58771
C 5.77280 1.00303 0.36675
H 3.91286 0.42588 2.43137
H 4.41193 -1.27968 2.31245
H 6.34157 0.63183 2.44685
H 6.50761 -0.75033 1.35133
H 5.55207 2.04095 0.63101
H 6.66647 0.94390 -0.25875
O 8.53964 1.67042 1.79405
C 8.85537 1.46254 2.95391
O 8.14190 0.68246 3.81798
C 8.73866 0.75059 5.11220
C 10.16303 1.17736 4.87145
C 10.04331 2.05392 3.65050
H 8.18338 1.47676 5.71512
H 8.68245 -0.22880 5.59620
H 10.61208 1.68271 5.73060
H 10.77813 0.30055 4.63508
H 9.82259 3.09183 3.91475
H 10.93699 1.99478 3.02500
*
```

## Properties
* HOMO level: -3.728 eV
* energy: -48737.846 eV

Results of the Löwdin charge analysis, in e, for atoms 1 through 6:
1 C -0.16
2 C -0.28
3 C -0.24
4 C -0.21
5 C -0.21
6 C -0.15